No. 1
16
Properties=species:S:1:pos:R:3 method="wB97M-V/def2-TZVPD" homo_energy_ev=-12.601 relative_energy_ev=2.216 multiplicity=1 homo_lumo_gap_ev=8.346 smiles=[NH3+][C@H]1CCNN1I total_energy_ha=-581.32975 total_charge=+1
N 0.062 0.995 -1.622
C -0.010 0.842 -0.102
C -1.170 -0.107 0.255
C -0.452 -1.229 0.909
N 0.834 -1.257 0.312
N 1.268 0.110 0.189
I 2.197 0.934 1.983
H 0.443 0.067 -1.901
H -0.886 1.199 -1.945
H 0.827 1.597 -1.709
H -0.129 1.941 0.181
H -1.506 -0.442 -0.708
H -1.950 0.361 0.846
H -0.388 -0.861 1.908
H -0.853 -2.321 0.891
H 1.712 -1.828 0.512

=====

No. 2
9
Properties=species:S:1:pos:R:3 method="wB97M-V/def2-TZVPD" homo_energy_ev=-8.504 relative_energy_ev=0.934 multiplicity=1 homo_lumo_gap_ev=8.482 smiles="C=CP1SC1=O" total_energy_ha=-930.80409 total_charge=0
C 1.538 0.359 0.357
C 1.125 -0.444 -0.642
P -0.821 -0.387 -1.064
S -1.736 1.368 -0.354
C -2.182 -0.110 0.337
O -2.927 -0.627 1.111
H 2.625 0.181 0.561
H 0.851 0.992 0.769
H 1.526 -1.331 -1.074

=====

No. 3
15
Properties=species:S:1:pos:R:3 method="wB97M-V/def2-TZVPD" homo_energy_ev=-9.598 relative_energy_ev=1.776 multiplicity=1 homo_lumo_gap_ev=10.883 smiles="C=CC.C=C" total_energy_ha=-196.44315 total_charge=0
C 1.545 -0.663 0.798
C 1.573 0.014 -0.346
C 0.741 -0.311 -1.553
H 0.886 -1.520 0.930
H 2.176 -0.394 1.641
H 2.250 0.865 -0.440
H 1.367 -0.710 -2.361
H 0.243 0.585 -1.943
H -0.032 -1.047 -1.315
C -1.872 0.004 1.162
C -1.720 1.058 0.369
H -2.771 -0.606 1.145
H -1.091 -0.291 1.859
H -0.809 1.652 0.391
H -2.488 1.364 -0.337

=====

No. 4
116
Properties=species:S:1:pos:R:3 method="wB97M-V/def2-TZVPD" homo_energy_ev=-8.000 multiplicity=1 homo_lumo_gap_ev=6.731 smiles="CCCCCCCCCCCc1c([PH2]=N)c(CCC(N)=O)c(P(O)Cl)c2ncc(C(F)(F)C(F)F)nc12.CCN(CC)CC.CCN(CC)CC" total_energy_ha=-3432.10270 total_charge=0
C -0.152 -3.300 8.954
C -0.413 -4.228 7.755
C -0.047 -3.592 6.403
C -1.226 -2.861 5.746
C -0.792 -1.826 4.685
C -1.313 -2.116 3.272
C -0.442 -1.467 2.182
C -1.198 -1.058 0.899
C -0.799 -1.859 -0.353
C -0.963 -1.070 -1.667
C 0.119 -1.372 -2.739
C 1.063 -0.209 -2.915
C 2.307 -0.067 -2.319
P 2.930 -1.431 -1.288
N 2.614 -1.436 0.246
C 3.085 1.138 -2.456
C 4.372 1.241 -1.675
C 4.252 1.353 -0.129
C 3.142 2.195 0.469
N 1.820 1.762 0.249
O 3.383 3.123 1.210
C 2.632 2.159 -3.275
P 3.462 3.756 -3.748
O 5.013 3.210 -3.905
Cl 3.536 4.608 -1.850
C 1.355 2.024 -3.902
N 0.897 3.044 -4.677
C -0.286 2.915 -5.205
C -1.074 1.748 -4.993
C -2.460 1.655 -5.600
F -2.856 0.370 -5.683
F -2.435 2.173 -6.869
C -3.520 2.466 -4.809
F -3.153 2.553 -3.500
F -4.717 1.849 -4.869
N -0.653 0.750 -4.275
C 0.574 0.866 -3.712
H -1.033 -2.725 9.243
H 0.649 -2.587 8.741
H 0.173 -3.879 9.822
H 0.126 -5.166 7.897
H -1.482 -4.460 7.739
H 0.753 -2.862 6.570
H 0.366 -4.342 5.721
H -1.780 -2.363 6.548
H -1.879 -3.603 5.278
H 0.301 -1.807 4.645
H -1.133 -0.833 4.988
H -1.334 -3.200 3.119
H -2.330 -1.727 3.176
H 0.003 -0.566 2.614
H 0.382 -2.133 1.918
H -2.275 -1.174 1.056
H -1.034 0.006 0.708
H -1.448 -2.737 -0.419
H 0.236 -2.189 -0.248
H -1.931 -1.317 -2.109
H -0.977 0.003 -1.457
H -0.388 -1.523 -3.692
H 0.637 -2.302 -2.518
H 4.302 -1.483 -1.588
H 2.494 -2.592 -1.945
H 2.088 -0.611 0.522
H 4.989 2.046 -2.040
H 4.932 0.324 -1.872
H 5.167 1.815 0.243
H 4.173 0.357 0.314
H 1.212 2.326 0.834
H 1.523 1.849 -0.717
H 5.632 3.910 -3.662
H -0.657 3.723 -5.829
H -3.610 3.476 -5.218
C 2.316 0.344 9.529
C 3.777 0.244 9.939
N 4.075 -0.954 10.704
C 5.382 -0.929 11.334
C 6.623 -0.911 10.432
C 3.693 -2.207 10.075
C 4.285 -2.534 8.697
H 1.663 0.263 10.399
H 2.134 1.307 9.050
H 2.035 -0.431 8.814
H 4.021 1.099 10.576
H 4.403 0.344 9.037
H 5.445 -1.786 12.010
H 5.411 -0.042 11.975
H 6.811 -1.881 9.975
H 7.503 -0.656 11.026
H 6.538 -0.168 9.638
H 2.604 -2.218 9.986
H 3.928 -3.017 10.771
H 4.267 -1.670 8.031
H 3.697 -3.323 8.223
H 5.313 -2.890 8.761
C -8.294 2.122 -11.377
C -7.257 1.476 -10.471
N -5.975 1.275 -11.122
C -5.076 0.414 -10.374
C -4.572 0.903 -9.011
C -5.377 2.461 -11.711
C -5.100 3.661 -10.794
H -8.410 1.552 -12.299
H -9.258 2.152 -10.869
H -8.032 3.148 -11.637
H -7.621 0.490 -10.171
H -7.179 2.070 -9.545
H -4.216 0.190 -11.012
H -5.592 -0.540 -10.228
H -3.817 1.682 -9.108
H -4.109 0.074 -8.471
H -5.382 1.285 -8.388
H -6.025 2.796 -12.524
H -4.447 2.153 -12.197
H -5.941 3.864 -10.129
H -4.938 4.555 -11.398
H -4.211 3.517 -10.181

=====

No. 5
182
Properties=species:S:1:pos:R:3 method="wB97M-V/def2-TZVPD" homo_energy_ev=-5.230 multiplicity=1 homo_lumo_gap_ev=6.521 total_energy_ha=-10411.28708 total_charge=-1
C -0.327 0.451 0.488
C -1.885 0.685 0.552
O -2.411 1.851 1.088
H 0.036 0.253 1.496
H 0.219 1.307 0.092
H -0.063 -0.386 -0.160
H -2.314 -0.274 0.842
H -2.196 0.680 -0.492
C -4.871 1.741 -1.918
C -5.523 2.861 -1.189
O -6.583 3.356 -1.615
N -4.946 3.246 -0.032
C -5.408 4.392 0.842
H -4.244 1.109 -1.289
H -4.387 2.102 -2.826
H -5.728 1.142 -2.225
H -4.106 2.734 0.196
H -5.497 4.050 1.874
H -6.363 4.796 0.507
H -4.762 5.270 0.822
C -2.276 5.094 -1.270
C -1.074 5.340 -0.448
O -0.425 6.352 -0.622
N -0.686 4.374 0.398
C 0.519 4.437 1.142
H -3.136 5.322 -0.641
H -2.369 4.053 -1.579
H -2.231 5.712 -2.166
H -1.317 3.593 0.510
H 1.378 3.941 0.690
H 0.410 3.862 2.061
H 0.737 5.500 1.253
C 6.363 -2.260 -0.494
C 4.882 -2.605 -0.715
O 4.103 -1.833 -1.214
N 4.445 -3.814 -0.382
C 5.240 -4.781 0.342
H 7.008 -2.903 -1.093
H 6.624 -2.357 0.560
H 6.506 -1.245 -0.866
H 3.590 -4.191 -0.764
H 5.467 -4.380 1.330
H 6.137 -5.009 -0.235
H 4.724 -5.719 0.545
C 2.872 1.421 -1.668
C 4.335 1.717 -2.156
O 4.758 2.877 -2.183
N 5.054 0.671 -2.515
C 6.309 0.606 -3.172
H 2.769 0.474 -1.139
H 2.163 1.453 -2.495
H 2.465 2.258 -1.101
H 4.647 -0.224 -2.283
H 7.018 0.935 -2.412
H 6.339 1.264 -4.040
H 6.509 -0.426 -3.460
C 0.998 -1.884 7.282
C -0.496 -1.680 6.996
O -0.909 -1.188 5.949
N -1.396 -1.961 7.957
C -2.831 -1.702 7.791
H 1.515 -0.925 7.241
H 1.537 -2.561 6.620
H 1.235 -2.259 8.278
H -1.043 -2.378 8.807
H -3.150 -0.987 8.550
H -3.443 -2.603 7.830
H -3.100 -1.264 6.830
C -2.780 4.685 3.062
C -1.953 3.835 4.097
O -1.486 4.380 5.068
N -1.605 2.610 3.719
C -0.664 1.758 4.402
H -3.673 5.035 3.578
H -3.018 4.114 2.164
H -2.219 5.591 2.832
H -1.941 2.272 2.829
H 0.336 2.057 4.089
H -0.893 0.722 4.152
H -0.749 1.785 5.489
C 4.156 5.909 -0.492
C 3.077 5.973 -1.523
O 2.462 7.018 -1.756
N 2.878 4.879 -2.276
C 2.000 4.874 -3.463
H 3.716 5.987 0.502
H 4.823 6.711 -0.809
H 4.651 4.938 -0.524
H 3.594 4.171 -2.207
H 1.954 5.804 -4.030
H 1.009 4.573 -3.122
H 2.411 4.148 -4.164
C 0.874 -5.841 -5.028
O 0.764 -6.614 -3.831
P 1.113 -5.913 -2.396
O 2.441 -5.230 -2.413
O -0.179 -4.970 -2.113
C -0.035 -3.867 -1.225
O 1.009 -7.149 -1.330
C 0.998 -6.830 0.066
H -0.119 -5.483 -5.303
H 1.112 -6.527 -5.841
H 1.598 -5.027 -5.011
H 0.940 -3.645 -0.791
H -0.770 -4.083 -0.450
H -0.290 -2.962 -1.777
H 1.260 -5.780 0.201
H 1.815 -7.420 0.481
H 0.078 -7.075 0.596
C -0.582 0.501 -3.791
O -1.207 1.716 -3.746
P -1.263 2.694 -5.021
O -2.029 3.941 -4.909
O 0.268 3.010 -5.353
C 0.552 3.940 -6.460
O -1.720 1.607 -6.194
C -3.043 1.040 -6.165
H 0.300 0.436 -3.155
H -0.498 0.025 -4.769
H -1.322 -0.111 -3.275
H -0.371 4.325 -6.893
H 1.004 3.252 -7.174
H 1.245 4.716 -6.134
H -3.091 -0.009 -6.456
H -3.665 1.627 -6.840
H -3.461 1.124 -5.162
Cl -3.108 -4.117 4.813
C -2.134 -3.781 3.348
C -1.077 -2.791 3.598
Cl -0.186 -2.806 2.081
H -2.828 -3.304 2.656
H -1.861 -4.780 3.007
H -0.396 -3.183 4.353
H -1.348 -1.738 3.681
Cl -5.552 -3.857 1.751
C -5.222 -5.610 2.027
C -4.652 -6.317 0.744
Cl -2.970 -5.707 0.483
H -6.219 -5.987 2.256
H -4.458 -5.678 2.801
H -5.292 -6.127 -0.117
H -4.699 -7.399 0.873
Cl 2.390 0.440 -5.177
C 2.884 -1.188 -4.907
C 2.079 -1.985 -3.832
Cl 0.494 -2.433 -4.478
H 3.949 -1.131 -4.682
H 2.806 -1.733 -5.848
H 1.947 -1.456 -2.888
H 2.535 -2.932 -3.543
Cl -5.207 -0.677 5.381
C -4.399 0.185 3.973
C -5.303 1.177 3.204
Cl -6.168 2.231 4.383
H -3.949 -0.544 3.300
H -3.589 0.659 4.527
H -6.085 0.697 2.615
H -4.788 1.811 2.481
Cl 4.531 -1.737 2.445
C 3.029 -0.832 2.116
C 2.203 -0.787 3.375
Cl 2.821 0.296 4.583
H 2.589 -1.353 1.266
H 3.229 0.177 1.754
H 2.227 -1.792 3.796
H 1.145 -0.529 3.334
Cl -5.506 -1.796 -1.067
C -4.460 -3.047 -1.706
C -3.317 -2.421 -2.490
Cl -3.898 -1.577 -3.977
H -5.031 -3.705 -2.361
H -4.060 -3.630 -0.876
H -2.516 -3.087 -2.813
H -2.754 -1.715 -1.880
Cl 7.554 0.886 1.243
C 5.955 1.560 0.926
C 5.323 2.168 2.270
Cl 3.732 2.939 1.797
H 5.367 0.666 0.720
H 5.922 2.247 0.081
H 5.932 2.974 2.681
H 5.166 1.430 3.057

=====

No. 6
47
Properties=species:S:1:pos:R:3 method="wB97M-V/def2-TZVPD" homo_energy_ev="-3.352 / -2.774" relative_energy_ev=0.017 multiplicity=2 s_squared=0.7556 homo_lumo_gap_ev="6.043 / 5.465" total_energy_ha=-2739.14858 total_charge=-1
V 0.024 -0.656 0.496
O -0.574 -2.802 0.495
C -0.377 -3.252 1.843
C 1.008 -2.821 2.271
N 1.177 -1.370 2.137
C 2.566 -1.024 1.808
C 2.813 -1.221 0.307
O 3.902 -1.599 -0.091
O 1.781 -0.939 -0.423
C 0.646 -0.576 3.250
C 0.493 0.899 2.822
O 0.537 1.766 3.680
O 0.307 1.074 1.556
H -1.541 -2.771 0.343
H -0.451 -4.343 1.890
H -1.155 -2.825 2.481
H 1.734 -3.293 1.606
H 1.217 -3.164 3.293
H 3.282 -1.611 2.392
H 2.719 0.034 2.029
H 1.279 -0.636 4.142
H -0.352 -0.942 3.500
F -3.316 -2.111 0.382
B -3.325 -1.001 1.279
F -3.867 -1.389 2.491
F -3.986 0.064 0.715
F -1.931 -0.634 1.527
C 0.056 3.469 -1.468
N -0.770 2.272 -1.450
C -1.796 2.244 -0.407
C -0.470 1.164 -2.130
S -1.102 -0.338 -1.683
N 0.413 1.317 -3.195
C 1.096 0.124 -3.676
C -0.047 2.174 -4.279
H 0.272 3.745 -0.436
H -0.460 4.302 -1.955
H 0.988 3.265 -1.987
H -2.084 3.275 -0.204
H -1.396 1.788 0.500
H -2.657 1.668 -0.736
H 1.425 -0.480 -2.834
H 1.966 0.450 -4.250
H 0.450 -0.486 -4.318
H -0.564 3.050 -3.899
H -0.733 1.629 -4.941
H 0.807 2.509 -4.871

=====

No. 7
71
Properties=species:S:1:pos:R:3 method="wB97M-V/def2-TZVPD" homo_energy_ev="-13.221 / -13.222" relative_energy_ev=0.325 multiplicity=2 s_squared=0.7749 homo_lumo_gap_ev="4.960 / 5.662" total_energy_ha=-7159.98593 total_charge=+2
V -0.191 -0.047 0.232
C 2.908 0.271 -0.658
O 1.935 0.011 0.400
C 2.481 -0.076 1.688
C 3.828 -0.074 1.989
C 4.198 -0.131 3.332
Br 6.027 -0.132 3.764
C 3.252 -0.179 4.341
C 1.896 -0.191 4.028
C 1.536 -0.155 2.693
O 0.221 -0.138 2.249
C 0.848 -0.147 5.051
N 0.853 0.630 6.076
C -0.393 0.454 6.682
C -0.896 1.033 7.842
C -2.161 0.647 8.243
C -2.909 -0.284 7.511
C -2.424 -0.855 6.346
C -1.157 -0.460 5.952
N -0.371 -0.816 4.839
H 3.454 1.179 -0.416
H 2.349 0.394 -1.576
H 3.581 -0.581 -0.736
H 4.594 -0.026 1.230
H 3.552 -0.191 5.380
H -0.419 -0.297 2.995
H -0.308 1.743 8.407
H -2.586 1.064 9.145
H -3.890 -0.564 7.869
H -3.005 -1.574 5.784
H -0.354 -1.787 4.548
Cl -1.718 3.583 -0.347
Si -0.095 2.464 -0.009
Cl 1.556 3.543 -0.392
Cl -0.187 0.570 -1.907
C -0.035 -2.939 1.117
N -0.025 -4.349 0.854
C 1.172 -4.696 0.081
N 1.182 -3.983 -1.199
C 1.186 -2.572 -0.953
N -0.041 -2.127 -0.166
C -1.253 -2.591 -0.972
N -1.221 -4.001 -1.209
C -1.211 -4.711 0.072
C -0.014 -4.350 -1.961
H 0.858 -2.662 1.683
H -0.930 -2.671 1.684
H 1.181 -5.768 -0.102
H 2.064 -4.432 0.652
H 1.191 -2.022 -1.896
H 2.065 -2.316 -0.361
H -1.253 -2.043 -1.914
H -2.145 -2.333 -0.400
H -1.206 -5.784 -0.110
H -2.111 -4.457 0.635
H -0.014 -3.822 -2.916
H -0.004 -5.421 -2.154
I -8.635 0.778 -0.720
C -6.743 0.415 0.036
C -6.589 0.051 1.375
C -5.330 -0.193 1.876
C -4.209 -0.069 1.041
C -4.366 0.299 -0.300
C -5.629 0.538 -0.797
C -2.924 -0.332 1.636
O -2.556 -0.693 2.702
O -1.822 -0.104 0.649
H -7.455 -0.038 2.015
H -5.197 -0.473 2.913
H -3.508 0.401 -0.951
H -5.759 0.821 -1.831

=====

No. 8
8
Properties=species:S:1:pos:R:3 method="wB97M-V/def2-TZVPD" homo_energy_ev=-10.740 relative_energy_ev=1.570 multiplicity=1 homo_lumo_gap_ev=10.655 total_energy_ha=-692.73000 total_charge=0
C 0.817 -0.203 -0.224
C -1.575 0.068 0.431
N -0.318 -0.565 0.222
F -1.614 1.746 -0.418
Cl -3.073 -0.628 -0.043
H 1.673 -0.849 -0.051
H 1.004 0.745 -0.754
H -1.692 0.463 1.440